# 1
Computed, not measured: a structure of composition C29H29BrN8ORuS, with ωB97M-V/def2-TZVPD.

```
70
Properties=species:S:1:pos:R:3
Ru 0.70 -1.35 -0.90
N -0.53 -5.21 -0.90
C -1.59 -4.80 -1.69
C -1.48 -3.46 -1.82
N -0.36 -3.04 -1.11
C 0.20 -4.15 -0.57
C 1.41 -3.95 0.20
N 1.85 -2.69 0.24
C 2.97 -2.68 1.02
C 3.21 -3.95 1.45
N 2.21 -4.74 0.92
H -0.34 -6.17 -0.66
H -2.31 -5.49 -2.08
H -2.12 -2.79 -2.38
H 3.54 -1.78 1.23
H 3.98 -4.36 2.07
H 2.14 -5.74 1.05
Br 8.09 -1.23 -0.51
C 6.29 -0.98 -0.89
C 5.61 -1.90 -1.70
C 4.27 -1.72 -1.98
C 3.62 -0.61 -1.47
C 4.28 0.32 -0.67
C 5.62 0.13 -0.38
N 2.23 -0.40 -1.78
C 1.88 0.44 -2.71
C 0.49 0.64 -3.02
C 0.06 1.46 -4.04
C -1.31 1.55 -4.31
C -2.17 0.81 -3.53
C -1.67 0.00 -2.51
N -0.37 -0.10 -2.25
H 6.15 -2.74 -2.12
H 3.75 -2.42 -2.63
H 3.76 1.19 -0.29
H 6.15 0.85 0.22
H 2.65 0.97 -3.27
H 0.79 2.01 -4.63
H -1.67 2.18 -5.11
H -3.24 0.84 -3.69
H -2.35 -0.56 -1.89
C 0.13 2.63 3.97
C 0.25 3.50 2.73
C 0.30 2.71 1.44
N -0.97 1.99 1.21
C -1.15 0.74 0.94
S 0.31 -0.39 0.94
N -2.30 0.12 0.76
C -3.64 0.75 0.38
O -4.03 0.36 -0.67
C -4.16 1.75 1.28
C -5.15 2.61 0.79
C -5.74 3.51 1.65
C -5.37 3.55 2.99
C -4.40 2.68 3.49
C -3.79 1.78 2.64
H 0.05 3.24 4.87
H 1.02 2.00 4.10
H -0.75 1.98 3.94
H 1.16 4.10 2.78
H -0.58 4.22 2.69
H 1.10 1.97 1.48
H 0.46 3.36 0.58
H -1.82 2.54 1.36
H -2.28 -0.85 0.51
H -5.45 2.54 -0.24
H -6.51 4.19 1.29
H -5.86 4.24 3.66
H -4.14 2.71 4.54
H -3.07 1.07 3.03
```

net charge	+4
HOMO-LUMO gap (alpha / beta)	3.874 / 3.844	eV
energy above the lowest of the compared OMol25 structures with the same formula, charge and spin	0.0	kcal per mole
2S+1	1

=====

# 2
Computed, not measured: a structure of composition C6H11BO4PbS in a non-equilibrium geometry, with ωB97M-V/def2-TZVPD.

```
24
Properties=species:S:1:pos:R:3
C 2.13 1.49 0.08
C 0.71 1.03 0.44
C 0.10 -0.04 -0.45
C -1.36 -0.43 -0.08
B -2.56 0.68 -0.03
O -2.23 2.00 0.05
O -3.82 0.26 -0.26
O -1.10 -1.17 1.15
C -0.08 -2.01 0.92
O 0.24 -2.97 1.53
C 0.66 -1.48 -0.35
S 2.45 -1.78 -0.41
H 2.40 1.30 -1.00
H 2.92 1.02 0.66
H 2.23 2.57 0.19
H 0.65 0.69 1.48
H 0.06 1.90 0.37
H 0.06 0.29 -1.53
H -1.69 -1.18 -0.81
H -2.50 2.48 0.84
H -4.14 -0.54 0.16
H 0.27 -2.10 -1.18
H 2.81 -1.71 0.89
Pb 1.80 -0.29 -2.63
```

net charge	+2
HOMO-LUMO gap	6.744	eV
2S+1	1

=====

# 3
Computed, not measured: a structure of composition C9H4N2O3V in a non-equilibrium geometry, with ωB97M-V/def2-TZVPD.

```
19
Properties=species:S:1:pos:R:3
O 0.02 2.00 -5.02
C 0.02 1.39 -4.04
V 0.02 0.33 -1.90
C 1.46 -0.67 -2.42
C -1.39 -0.66 -2.55
O 2.39 -1.27 -2.79
O -2.36 -1.28 -2.81
N 2.89 -0.05 3.79
C 1.98 -0.03 3.04
C 0.82 -0.01 2.22
C -0.45 0.01 2.84
C -1.54 0.03 1.95
C -1.39 0.04 0.55
N -0.14 0.07 0.04
C 0.97 -0.01 0.83
H -0.49 0.00 3.98
H -2.56 0.05 2.30
H -2.16 0.07 -0.25
H 1.91 -0.01 0.26
```

net charge	+2
HOMO-LUMO gap (alpha / beta)	7.192 / 6.235	eV
2S+1	4

=====

# 4
Computed, not measured: a structure of composition C57H49Cl3GaNOP2SSi in a non-equilibrium geometry, with ωB97M-V/def2-TZVPD.

```
116
Properties=species:S:1:pos:R:3
Ga 1.18 1.40 0.12
O 0.82 -2.09 -1.54
S -0.42 -1.49 -0.78
C -1.12 -0.51 -2.07
C -2.48 -0.34 -2.18
C -3.04 0.44 -3.22
C -2.20 0.99 -4.15
C -2.47 1.79 -5.40
C -1.07 2.09 -6.00
C -0.10 1.40 -5.08
C 1.26 1.26 -5.12
C 1.89 0.52 -4.09
C 1.22 -0.04 -3.03
P 2.26 -0.95 -1.77
C 3.11 -2.08 -2.98
C 4.39 -1.82 -3.46
C 5.01 -2.67 -4.37
C 4.35 -3.80 -4.82
C 3.07 -4.06 -4.37
C 2.45 -3.21 -3.46
C 3.00 -1.64 -0.16
C 4.32 -2.07 -0.19
C 4.93 -2.52 0.97
C 4.24 -2.54 2.17
C 2.92 -2.13 2.20
C 2.30 -1.68 1.04
C -0.20 0.07 -2.98
C -0.81 0.80 -4.02
C -1.57 -2.82 -0.66
C -1.53 -3.83 -1.60
C -2.46 -4.88 -1.59
C -3.42 -4.89 -0.62
C -4.57 -5.83 -0.36
C -5.25 -5.29 0.92
C -4.47 -4.06 1.29
C -4.60 -3.17 2.32
C -3.70 -2.09 2.38
C -2.70 -1.85 1.45
P -1.67 -0.32 1.67
C -2.96 0.90 2.13
C -3.31 1.30 3.42
C -4.34 2.21 3.61
C -5.05 2.71 2.52
C -4.70 2.32 1.24
C -3.65 1.44 1.04
C -0.80 -0.74 3.22
C -0.29 0.27 4.03
C 0.44 -0.03 5.17
C 0.70 -1.36 5.50
C 0.23 -2.37 4.68
C -0.52 -2.07 3.55
C -2.53 -2.78 0.39
C -3.44 -3.86 0.35
H -3.14 -0.82 -1.48
H -4.11 0.56 -3.27
H -3.03 2.70 -5.17
H -3.09 1.21 -6.09
H -0.87 3.16 -6.04
H -0.98 1.72 -7.02
H 1.86 1.68 -5.91
H 2.96 0.38 -4.16
H 4.94 -0.95 -3.14
H 6.01 -2.44 -4.72
H 4.83 -4.47 -5.53
H 2.54 -4.94 -4.71
H 1.45 -3.45 -3.14
H 4.89 -2.07 -1.11
H 5.96 -2.86 0.93
H 4.73 -2.88 3.08
H 2.35 -2.15 3.12
H 1.27 -1.38 1.11
H -0.76 -3.80 -2.36
H -2.39 -5.66 -2.34
H -4.22 -6.86 -0.25
H -5.25 -5.82 -1.21
H -5.22 -6.03 1.73
H -6.30 -5.06 0.76
H -5.36 -3.28 3.08
H -3.81 -1.40 3.20
H -2.78 0.91 4.28
H -4.61 2.51 4.61
H -5.86 3.40 2.68
H -5.24 2.72 0.38
H -3.37 1.15 0.04
H -0.48 1.31 3.77
H 0.80 0.76 5.81
H 1.26 -1.59 6.39
H 0.44 -3.41 4.92
H -0.89 -2.87 2.93
Cl 5.47 1.62 -2.69
Si 3.80 0.98 -1.73
Cl 2.51 2.71 -1.88
Cl 4.31 1.22 0.33
C 3.31 5.12 0.91
N 3.41 4.66 2.33
C 3.50 5.83 3.24
C 2.29 3.70 2.74
C 0.99 3.97 2.05
C 0.18 5.00 2.51
C -0.99 5.34 1.85
C -1.34 4.66 0.69
C -0.54 3.60 0.26
C 0.63 3.23 0.92
H 4.27 5.54 0.61
H 2.54 5.88 0.83
H 3.06 4.29 0.27
H 4.27 4.14 2.41
H 2.57 6.39 3.20
H 4.32 6.48 2.92
H 3.69 5.49 4.25
H 2.20 3.79 3.82
H 2.64 2.70 2.50
H 0.44 5.53 3.42
H -1.62 6.14 2.22
H -2.23 4.92 0.15
H -0.85 3.06 -0.63
```

net charge	+2
HOMO-LUMO gap	7.097	eV
energy above the lowest of the compared OMol25 structures with the same formula, charge and spin	1.7	kcal per mole
2S+1	1

=====

# 5
Computed, not measured: a cluster of 12 separate species, C5H32NO13 in total in a non-equilibrium geometry, with ωB97M-V/def2-TZVPD.

```
51
Properties=species:S:1:pos:R:3
O 1.48 1.95 1.15
C 0.65 0.96 1.48
C 0.26 0.15 0.27
N 1.08 -1.13 0.23
C 0.17 -2.21 -0.32
C -1.21 -1.60 -0.50
C -1.21 -0.30 0.29
O 0.37 0.76 2.65
H 1.73 2.53 1.89
H 0.46 0.70 -0.68
H 1.89 -1.04 -0.43
H 1.47 -1.43 1.16
H 0.61 -2.60 -1.24
H 0.17 -3.09 0.39
H -1.38 -1.44 -1.56
H -1.99 -2.28 -0.11
H -1.63 -0.45 1.32
H -1.87 0.48 -0.16
H -0.76 -0.20 3.51
H -1.41 -0.39 4.94
O -1.53 -0.60 3.99
H 0.81 -2.70 2.94
H 2.31 -3.05 2.76
O 1.65 -2.37 2.58
H -1.47 2.60 -0.34
H -2.05 3.60 -1.39
O -1.73 2.70 -1.30
H 3.35 1.24 -2.22
H 3.46 1.52 -0.73
O 3.72 0.88 -1.38
H -3.87 1.41 3.11
H -2.68 0.41 3.16
O -3.16 1.04 2.59
H -2.32 -0.42 -4.32
H -0.96 -1.07 -4.67
O -1.42 -0.58 -3.99
H 3.76 -1.23 -3.29
H 2.62 -0.19 -3.46
O 2.82 -1.09 -3.12
H -1.01 -3.71 4.12
H -1.15 -2.24 3.61
O -0.80 -3.12 3.36
H -1.10 3.26 1.81
H -1.95 1.97 1.81
O -1.23 2.43 1.34
H -0.70 2.15 -2.67
H -0.68 0.94 -3.61
O -0.20 1.76 -3.40
H 2.74 2.02 -4.40
H 1.44 1.60 -3.55
O 2.44 1.50 -3.64
```

net charge	+1
HOMO-LUMO gap	10.359	eV
energy above the lowest of the compared OMol25 structures with the same formula, charge and spin	0.0	kcal per mole
2S+1	1

=====

# 6
Computed, not measured: a structure of composition C34H39N2O4Pd in a non-equilibrium geometry, with ωB97M-V/def2-TZVPD.

```
80
Properties=species:S:1:pos:R:3
O -0.56 -0.88 -4.88
C -0.63 0.44 -5.63
C -0.53 -0.16 -7.01
H 0.18 1.17 -5.46
H -1.61 0.86 -5.38
C -0.45 -1.49 -6.20
H 0.33 0.04 -7.64
H -1.47 0.02 -7.52
C 0.89 -2.19 -6.22
H 1.63 -1.52 -5.77
H 1.25 -2.40 -7.23
H 0.81 -3.12 -5.65
C -1.63 -2.28 -6.73
H -2.54 -1.66 -6.75
H -1.83 -3.23 -6.24
H -1.41 -2.51 -7.79
Pd -0.65 -1.11 -0.21
C -2.40 -1.51 1.26
C -2.68 -0.11 1.37
C -2.96 0.40 0.09
H -2.77 0.44 2.31
C -2.79 -0.66 -0.88
C -2.59 -1.90 -0.12
H -2.64 -2.90 -0.53
H -2.14 -2.20 2.06
H -3.25 1.43 -0.14
H -2.99 -0.60 -1.93
C 0.48 -2.97 1.35
C -0.48 -3.39 0.39
C -0.01 -3.02 -0.93
H -1.36 -3.97 0.62
C 1.23 -2.30 -0.72
C 1.55 -2.34 0.68
H 2.47 -1.98 1.14
H 0.40 -3.15 2.41
H -0.49 -3.24 -1.87
H 1.86 -1.94 -1.52
O 2.13 0.99 -4.00
C 1.45 0.28 -2.90
C 0.00 0.90 -2.83
H 1.98 0.48 -1.92
H 1.45 -0.80 -3.10
C 0.25 2.37 -3.21
H -0.56 0.73 -1.90
H -0.62 0.37 -3.56
C 1.71 2.38 -3.80
H 0.30 2.94 -2.30
H -0.52 2.82 -3.87
H 2.30 2.82 -2.96
H 1.83 3.01 -4.69
O 0.74 1.92 0.17
C 0.60 1.37 1.25
N 0.89 1.89 2.51
C 0.54 1.03 3.59
C 0.03 -0.18 2.80
O -0.39 -1.19 3.37
N 0.09 0.09 1.47
C 1.76 0.76 4.51
C 2.46 -0.44 4.44
C 3.57 -0.66 5.28
C 3.97 0.30 6.19
C 3.24 1.49 6.30
C 2.14 1.73 5.46
C -0.61 1.55 4.45
C -0.86 0.93 5.68
C -1.75 1.50 6.59
C -2.47 2.64 6.24
C -2.36 3.15 4.94
C -1.42 2.62 4.04
H 1.41 2.76 2.55
H 2.12 -1.22 3.75
H 4.10 -1.61 5.20
H 4.84 0.14 6.83
H 3.52 2.24 7.04
H 1.56 2.65 5.57
H -0.33 0.00 5.90
H -1.84 1.05 7.58
H -3.13 3.12 6.97
H -2.98 3.99 4.62
H -1.33 3.02 3.02
```

net charge	-1
HOMO-LUMO gap (alpha / beta)	5.647 / 6.274	eV
energy above the lowest of the compared OMol25 structures with the same formula, charge and spin	14.8	kcal per mole
2S+1	3

=====

# 7
Computed, not measured: a structure of composition C5H7NO3 in a non-equilibrium geometry, with ωB97M-V/def2-TZVPD.

```
16
Properties=species:S:1:pos:R:3
C -0.20 1.55 0.24
C 1.67 -0.41 -0.14
C -1.00 1.11 -0.96
C 0.19 -0.42 0.28
C -0.32 -1.03 1.52
N -0.75 -0.34 -0.85
O 1.95 -0.51 -1.46
O 0.08 2.56 0.80
O 2.58 -0.42 0.64
H -2.01 1.58 -1.08
H -0.63 1.29 -2.06
H -1.33 -1.06 1.60
H 0.16 -0.61 2.43
H 0.09 -2.05 1.65
H -1.54 -0.83 -0.65
H 1.06 -0.41 -1.95
```

HOMO-LUMO gap (alpha / beta)	6.625 / 7.913	eV
energy above the lowest of the compared OMol25 structures with the same formula, charge and spin	29.2	kcal per mole
2S+1	3

=====

# 8
Computed, not measured: the molecule C6H14, with ωB97M-V/def2-TZVPD.

```
20
Properties=species:S:1:pos:R:3
C -1.88 -1.55 -1.42
C -1.36 -0.63 -0.32
C 0.15 -0.44 -0.38
C 0.75 0.34 0.79
C 2.27 0.44 0.65
C 0.13 1.74 0.92
H -1.65 -1.16 -2.42
H -2.97 -1.68 -1.36
H -1.43 -2.55 -1.35
H -1.86 0.35 -0.41
H -1.64 -1.03 0.66
H 0.42 0.08 -1.32
H 0.63 -1.43 -0.44
H 0.54 -0.22 1.71
H 2.72 0.98 1.49
H 2.73 -0.55 0.60
H 2.54 0.98 -0.27
H 0.74 2.39 1.55
H 0.03 2.22 -0.06
H -0.87 1.70 1.37
```

HOMO-LUMO gap	12.211	eV
energy above the lowest of the compared OMol25 structures with the same formula, charge and spin	0.9	kcal per mole
2S+1	1

=====

no.,electronic energy (eV)
1,-127933.8809
2,-31332.2471
3,-44187.0973
4,-190666.0294
5,-33808.9697
6,-50537.2247
7,-12925.6061
8,-6449.3714